1.
C5H7N in the gas phase. Source: the OMol25 dataset; level of theory: wB97M-V/def2-TZVPD.

Structure (ORCA input):
```
! wB97M-V def2-TZVPD RIJCOSX def2/J DEFGRID3
* xyz 0 1
C -0.2313 1.7515 -1.0201
C 0.8759 0.3727 0.9596
C 0.4033 -0.7816 0.0675
C 0.5640 1.4847 0.0786
C -0.9175 -1.4123 0.1542
N 1.0142 1.7138 -1.3560
H -1.1327 1.8048 -1.5175
H 0.3498 0.3652 2.0062
H 2.0538 0.2046 0.9931
H 0.9719 -0.8522 -0.8512
H -1.3034 -1.4515 1.2081
H -1.0076 -2.4434 -0.3972
H -1.6404 -0.7562 -0.3254
*
```

- Gap between HOMO and LUMO (spin up / spin down): 8.009 / 8.367 eV


2.
A 2-piece molecular cluster, C4H4Cl2O2 overall. Source: the OMol25 dataset; level of theory: wB97M-V/def2-TZVPD.

Structure (ORCA input):
```
! wB97M-V def2-TZVPD RIJCOSX def2/J DEFGRID3
* xyz 0 1
O -1.8905 -0.9727 -1.4559
C -1.2618 -1.6318 -0.7458
C -0.5657 -2.2436 0.1604
Cl 0.5950 -3.3841 -0.3347
Cl -1.4036 -2.6126 1.7240
C -0.2353 1.3292 0.5216
C 0.8881 1.5315 -0.1610
O 1.9567 2.0491 0.4088
H -0.5490 1.6237 1.4407
H -0.9639 0.7336 0.0161
H 0.7900 1.2495 -1.2606
H 2.6400 2.3282 -0.3135
*
```

- Gap between HOMO and LUMO: 8.256 eV
- SMILES: O=C=C(Cl)Cl.C=CO


3.
C22H27N3O2S in the gas phase. Source: the OMol25 dataset; level of theory: wB97M-V/def2-TZVPD.

Structure (ORCA input):
```
! wB97M-V def2-TZVPD RIJCOSX def2/J DEFGRID3
* xyz 0 1
C 5.7917 1.7133 -0.5694
C 4.3449 1.3333 -0.8618
N 4.2074 -0.0930 -1.1270
C 2.9205 -0.4794 -1.6777
C 1.9305 -0.9709 -0.5930
N 2.2580 -0.3839 0.6832
C 1.4249 0.3439 1.4390
S 1.7917 0.7173 3.0101
C 0.1802 0.8789 0.8728
C -0.9976 0.7994 1.6078
C -2.1750 1.3472 1.1390
C -2.1888 2.0128 -0.0817
O -3.2950 2.5750 -0.6582
C -4.5215 2.5045 0.0351
C -5.0415 1.0706 0.2077
O -5.7575 0.7490 1.1304
N -4.6484 0.2433 -0.7797
C -4.7778 -1.1987 -0.6840
C -3.4759 -1.7852 -0.1993
C -3.2277 -1.9008 1.1622
C -2.0049 -2.3643 1.6135
C -1.0181 -2.7143 0.7080
C -1.2588 -2.6026 -0.6506
C -2.4801 -2.1340 -1.1016
C -1.0046 2.1297 -0.8096
C 0.1628 1.5700 -0.3397
C 3.5652 -0.7617 1.1800
C 4.5281 -0.9540 -0.0083
H 6.0970 1.3935 0.4232
H 5.9000 2.7935 -0.6220
H 6.4489 1.2580 -1.3055
H 3.7024 1.6838 -0.0393
H 4.0321 1.8495 -1.7742
H 2.4999 0.3646 -2.2261
H 3.0872 -1.2925 -2.3944
H 2.0182 -2.0597 -0.4876
H 0.9010 -0.7360 -0.8598
H -0.9840 0.2986 2.5632
H -3.0686 1.2501 1.7341
H -4.4603 2.9787 1.0214
H -5.2322 3.0679 -0.5768
H -3.9917 0.5987 -1.4598
H -5.0486 -1.5952 -1.6661
H -5.5825 -1.3950 0.0275
H -3.9983 -1.6234 1.8660
H -1.8206 -2.4543 2.6734
H -0.0648 -3.0771 1.0633
H -0.4980 -2.8858 -1.3639
H -2.6644 -2.0479 -2.1637
H -1.0235 2.6746 -1.7406
H 1.0765 1.7035 -0.8992
H 3.4967 -1.6802 1.7758
H 3.9124 0.0350 1.8429
H 5.5507 -0.7648 0.3158
H 4.4817 -1.9833 -0.3750
*
```

- Gap between HOMO and LUMO: 8.348 eV
- SMILES: CCN1CCN(C(=S)c2ccc(OCC(=O)NCc3ccccc3)cc2)CC1


4.
C5H10O as an isolated structure. Source: the OMol25 dataset; level of theory: wB97M-V/def2-TZVPD.

Structure (ORCA input):
```
! wB97M-V def2-TZVPD RIJCOSX def2/J DEFGRID3
* xyz 0 1
C 1.0638 0.0242 1.2198
C 0.3753 0.8730 0.1628
C 0.9145 0.7310 -1.2665
O -0.1746 -0.1185 -1.6458
C -0.9031 0.2657 -0.4642
C -1.5998 -0.9226 0.1680
H 0.4858 0.0157 2.1522
H 2.0617 0.4142 1.4515
H 1.1771 -1.0115 0.8801
H 0.2790 1.9087 0.5052
H 1.8908 0.2500 -1.3941
H 0.8906 1.6715 -1.8323
H -1.6277 1.0572 -0.7113
H -2.5551 -1.1173 -0.3304
H -1.7895 -0.7745 1.2372
H -0.9716 -1.8098 0.0492
*
```

- Gap between HOMO and LUMO: 10.673 eV


5.
C18H24NO2PdSe4 as an isolated structure. Source: the OMol25 dataset; level of theory: wB97M-V/def2-TZVPD.

Structure (ORCA input):
```
! wB97M-V def2-TZVPD RIJCOSX def2/J DEFGRID3
* xyz 1 1
Pd 1.5321 -2.0307 0.2927
C 0.6574 -3.3429 -2.5642
Se 2.1403 -3.7663 -1.3851
C 1.3893 -5.3517 -0.5145
C 0.1181 -5.0468 0.2481
Se 0.4390 -3.6687 1.6098
C -1.4047 -3.1153 1.8360
H 0.4020 -4.2343 -3.1335
H 1.0102 -2.5681 -3.2407
H -0.1851 -2.9551 -1.9975
H 2.1790 -5.7219 0.1385
H 1.2069 -6.1004 -1.2846
H -0.2370 -5.9274 0.7839
H -0.6765 -4.6798 -0.3981
H -1.7786 -2.7625 0.8808
H -1.3968 -2.2993 2.5530
H -1.9710 -3.9570 2.2282
O 1.2989 3.9813 -0.2841
C 1.0100 3.0784 0.7694
C 2.1558 2.0600 0.8188
C 3.4916 2.7598 1.0985
O 3.5181 3.3058 2.4031
C 1.8168 1.0689 1.9297
Se 3.0418 -0.4685 1.8945
C 2.2136 1.3719 -0.5516
Se 3.1311 -0.3692 -0.4443
H 0.5731 4.6056 -0.3803
H 0.0695 2.5465 0.5935
H 0.9450 3.5937 1.7331
H 3.6544 3.5233 0.3364
H 4.3100 2.0372 1.0247
H 3.4507 4.2630 2.3539
H 0.8079 0.6754 1.8186
H 1.9829 1.5176 2.9084
H 2.7617 1.9581 -1.2861
H 1.2188 1.1181 -0.9095
N -6.0904 4.4091 -1.6230
C -5.2613 3.6457 -1.4013
C -4.2235 2.6911 -1.1206
C -3.9973 2.2737 0.1891
C -2.9924 1.3630 0.4557
C -2.1978 0.8544 -0.5763
C -2.4385 1.2785 -1.8865
C -3.4426 2.1880 -2.1591
C -1.1306 -0.0626 -0.2911
C -0.2206 -0.8382 -0.0640
H -4.6109 2.6647 0.9892
H -2.8141 1.0351 1.4714
H -1.8292 0.8853 -2.6892
H -3.6270 2.5132 -3.1737
*
```

- Gap between HOMO and LUMO: 6.504 eV


6.
An isolated ion of composition C7H12NO4 and charge +1. Source: the OMol25 dataset; level of theory: wB97M-V/def2-TZVPD.

Structure (ORCA input):
```
! wB97M-V def2-TZVPD RIJCOSX def2/J DEFGRID3
* xyz 1 1
C -0.5880 0.3697 -0.1660
C -0.0344 1.5654 -0.0861
C -1.9187 -0.0476 0.0011
C 1.4068 1.9364 -0.0380
C 2.3497 0.7868 0.6278
C 1.5012 -1.4100 -0.4415
C -3.5918 -1.5286 0.0352
N 2.5231 -0.3561 -0.2775
O -2.7777 0.8538 0.0342
O -0.8829 2.6628 -0.1007
O 1.4099 -2.2517 0.5841
O -2.1517 -1.2676 0.1338
H 1.7131 2.1712 -1.1250
H 1.4763 2.8612 0.5400
H 3.3200 1.2603 0.9873
H 1.8027 0.3890 1.4768
H 1.3436 -1.6478 -1.4930
H -3.7966 -2.7087 0.1789
H -4.0664 -1.1965 -0.8845
H -4.0448 -0.8846 0.7078
H 2.6256 -0.0110 -1.1901
H 3.3879 -0.8351 -0.0589
H -1.8404 2.2559 -0.1073
H 0.8335 -2.9673 0.6618
*
```

- Gap between HOMO and LUMO (spin up / spin down): 8.599 / 8.508 eV